Record 1
ORCA calculation (wB97M-V/def2-TZVPD) on 4 unconnected molecules or ions with the total composition C22H26BrN5S.

```
55
Properties=species:S:1:pos:R:3:mulliken_charge:R:1
C -0.498 2.335 -1.430 -1.0484
C 0.782 2.243 -0.414 -0.0317
C 0.735 3.578 0.473 -0.4814
Br 1.103 5.222 -0.590 -0.0967
C 1.646 3.557 1.782 0.2569
C 3.176 3.359 1.829 0.8237
C 4.028 3.146 0.495 -0.9735
C 3.939 3.407 3.232 -0.5911
C 3.240 3.650 4.592 -0.6232
C 1.684 3.853 4.573 0.6173
N 0.877 4.121 5.738 -0.5973
S -0.693 4.280 5.062 0.1580
N -0.495 4.019 3.389 -0.4806
C 0.928 3.802 3.182 0.0939
H -0.150 2.979 -2.330 0.3774
H -0.789 1.310 -1.852 0.1803
H -1.361 2.899 -0.939 0.2985
H 1.698 2.160 -1.100 0.1332
H 0.618 1.294 0.228 0.2301
H -0.358 3.678 0.845 0.4094
H 4.241 4.185 0.058 0.2601
H 3.575 2.418 -0.256 0.1701
H 5.034 2.673 0.827 0.3568
H 5.084 3.259 3.278 0.2460
H 3.857 3.704 5.561 0.3146
C -4.941 0.826 0.441 -0.5170
C -3.930 -0.163 0.526 -0.4782
C -2.862 0.398 1.183 -0.4105
N -3.189 1.691 1.493 0.0607
C -4.457 1.959 1.050 -0.4968
H -5.915 0.721 -0.014 0.3911
H -3.979 -1.174 0.149 0.4473
H -1.900 -0.009 1.454 0.4160
H -2.590 2.345 1.975 0.2083
H -4.903 2.930 1.203 0.3817
C 1.185 -1.645 -1.914 -0.2935
C 1.953 -2.130 -3.002 -0.5289
C 1.091 -2.778 -3.853 -0.6233
N -0.167 -2.706 -3.317 -0.0758
C -0.120 -2.012 -2.137 -0.6691
H 1.547 -1.087 -1.062 0.4602
H 3.017 -2.017 -3.147 0.4142
H 1.265 -3.284 -4.791 0.3937
H -0.998 -3.101 -3.727 0.2804
H -1.016 -1.841 -1.560 0.6315
C -1.925 -7.634 -1.472 -0.4520
C -2.168 -6.299 -1.881 -0.4596
C -0.946 -5.696 -2.057 0.0079
N 0.025 -6.617 -1.766 0.0131
C -0.563 -7.802 -1.414 -0.4832
H -2.665 -8.389 -1.248 0.3897
H -3.130 -5.831 -2.030 0.3829
H -0.684 -4.694 -2.363 0.0200
H 1.017 -6.448 -1.806 0.2078
H 0.037 -8.661 -1.151 0.3789
```

Its multiplicity is 1. The calculation puts the gap between HOMO and LUMO at 6.9471 eV. The maximum force is 0.1097 Eh/bohr. For the total energy, the calculation gives -111558.1285 eV. Its SMILES is CC[C@H](Br)c1c(C)ccc2nsnc12.c1cc[nH]c1.c1cc[nH]c1.c1cc[nH]c1. For the HOMO energy, the calculation gives -8.27 eV. Its total charge is 0.

***

Record 2
ORCA calculation (wB97M-V/def2-TZVPD) on a molecular structure, C39H61HfN7P2S.

```
111
Properties=species:S:1:pos:R:3:mulliken_charge:R:1
Hf 0.633 -0.077 -0.339 -0.4457
C 1.330 1.218 2.685 -0.7986
C -0.188 1.048 2.519 -0.4847
N -0.520 -0.109 1.674 0.0280
C -0.625 -1.426 2.327 -0.6621
C 0.709 -2.088 2.663 -0.7671
S 1.912 -2.066 1.268 0.0149
C 3.252 -1.024 1.967 -1.0893
C 3.304 0.397 1.420 0.3245
N 1.984 1.053 1.378 -0.0736
H 1.530 2.200 3.123 0.4539
H 1.715 0.478 3.384 0.2364
H -0.661 0.983 3.505 0.5661
H -0.586 1.932 2.009 0.0875
H -1.467 0.068 1.280 -0.1995
H -1.214 -1.363 3.252 0.6195
H -1.157 -2.085 1.629 0.2764
H 1.188 -1.648 3.534 0.3835
H 0.528 -3.141 2.879 0.6112
H 3.157 -1.049 3.051 0.6614
H 4.183 -1.532 1.717 0.5017
H 4.021 0.963 2.032 0.6158
H 3.660 0.361 0.379 -0.7080
H 2.155 1.978 0.980 0.2018
C -7.355 0.096 -1.002 -0.5673
C -6.577 0.596 -2.034 -0.7620
C -5.204 0.662 -1.901 -0.0808
C -4.595 0.218 -0.729 0.1544
C -5.378 -0.293 0.302 -0.5293
C -6.754 -0.355 0.161 -0.7238
P -2.779 0.316 -0.482 0.5738
C -2.491 1.823 -1.490 0.7877
C -2.605 3.028 -0.793 -0.9412
C -2.549 4.233 -1.470 -0.8162
C -2.383 4.240 -2.847 -0.5775
C -2.263 3.045 -3.544 -0.9516
C -2.300 1.833 -2.871 0.1347
C -2.141 -1.080 -1.505 0.5094
C -2.970 -1.876 -2.290 -0.2042
C -2.469 -3.030 -2.869 -1.0846
C -1.164 -3.420 -2.610 -0.7537
C -0.343 -2.632 -1.816 -0.2884
C -0.793 -1.428 -1.262 0.2960
H -8.428 0.063 -1.109 0.4186
H -7.041 0.935 -2.949 0.4448
H -4.611 1.069 -2.707 0.4276
H -4.913 -0.634 1.218 0.3850
H -7.360 -0.757 0.956 0.4161
H -2.765 3.010 0.277 0.4237
H -2.669 5.161 -0.933 0.4800
H -2.362 5.178 -3.383 0.4576
H -2.164 3.060 -4.618 0.4872
H -2.206 0.901 -3.411 0.5180
H -3.999 -1.589 -2.451 0.4557
H -3.101 -3.628 -3.507 0.4616
H -0.777 -4.329 -3.038 0.5092
H 0.673 -2.966 -1.612 0.3158
N 2.278 -0.006 -1.370 1.6923
P 3.349 -0.057 -2.510 -1.7160
N 4.372 -1.425 -2.424 1.0152
C 5.638 -1.396 -1.677 -0.2039
C 5.981 -2.751 -1.062 -0.9642
C 5.781 -3.848 -2.102 -0.8350
C 4.315 -3.882 -2.564 -0.9860
C 3.579 -2.612 -2.143 1.0307
N 2.595 0.056 -4.016 0.5435
C 3.285 0.478 -5.226 -0.5877
C 3.773 -0.715 -6.036 -0.4626
C 2.566 -1.551 -6.454 -1.1002
C 1.764 -1.962 -5.219 -0.1883
C 1.430 -0.748 -4.343 -0.2692
N 4.412 1.239 -2.420 1.0544
C 5.663 1.385 -3.147 -1.2692
C 6.749 1.920 -2.202 -1.0629
C 6.123 2.840 -1.147 -0.4339
C 4.912 3.555 -1.741 -1.0184
C 3.824 2.530 -2.092 0.4945
H 5.610 -0.627 -0.897 0.2075
H 6.442 -1.146 -2.374 0.3019
H 5.371 -2.955 -0.182 0.1513
H 7.023 -2.735 -0.742 0.5329
H 6.072 -4.814 -1.691 0.4367
H 6.432 -3.640 -2.954 0.3238
H 3.791 -4.739 -2.138 0.4984
H 4.273 -3.981 -3.649 0.2846
H 3.311 -2.657 -1.072 -0.2802
H 2.641 -2.521 -2.692 -0.8483
H 4.109 1.137 -4.972 0.0876
H 2.566 1.054 -5.820 0.5436
H 4.458 -1.304 -5.421 0.2288
H 4.313 -0.364 -6.916 0.3966
H 2.888 -2.441 -6.998 0.4311
H 1.936 -0.961 -7.124 0.3609
H 2.354 -2.680 -4.648 -0.1203
H 0.834 -2.451 -5.514 0.5542
H 0.960 -1.053 -3.398 -0.4558
H 0.721 -0.104 -4.881 0.6412
H 5.531 2.100 -3.970 0.6992
H 5.941 0.429 -3.583 0.4472
H 7.475 2.474 -2.794 0.4658
H 7.278 1.103 -1.713 0.2591
H 6.859 3.566 -0.801 0.4769
H 5.797 2.258 -0.281 0.0633
H 5.218 4.103 -2.632 0.3822
H 4.511 4.282 -1.032 0.4571
H 3.211 2.921 -2.922 0.1347
H 3.176 2.362 -1.225 -0.7674
N 0.503 2.288 -1.175 -0.6023
H -0.356 2.518 -1.679 0.0168
H 1.205 2.074 -1.898 -0.0375
H 0.799 3.167 -0.752 0.2651
```

As for the relative energy (zero: lowest compared OMol25 entry of this formula, charge and spin): 0.8370 eV. Its multiplicity is 1. The calculation puts the gap between HOMO and LUMO at 8.1344 eV. The maximum force is 0.0470 Eh/bohr. For the total energy, the calculation gives -82575.0644 eV. For the HOMO energy, the calculation gives -13.18 eV. Its total charge is +2.

***

Record 3
ORCA calculation (wB97M-V/def2-TZVPD) on C14H27BF3NO6S in the gas phase.

```
53
Properties=species:S:1:pos:R:3:mulliken_charge:R:1
C 5.147 -2.171 0.965 -1.0935
C 5.357 -0.660 1.148 -0.7128
C 4.695 0.132 -0.011 -0.6947
C 3.222 0.439 0.313 -0.7627
C 2.387 0.459 -0.991 -0.9189
C 1.101 -0.400 -0.883 -0.7344
C -0.043 0.184 -1.741 -2.2203
C -1.172 0.891 -0.957 1.7287
B -0.504 1.940 0.069 0.6026
N -0.506 3.364 -0.270 -0.4810
O 0.117 1.551 1.227 -0.7744
O -1.823 1.728 -1.981 -0.5596
S -2.829 0.817 -2.847 1.2191
O -4.001 1.569 -2.939 -0.6283
O -2.241 0.318 -4.009 -0.6473
O -2.910 -0.395 -1.800 -0.4921
C -2.365 0.063 -0.492 1.2942
C -2.089 -1.266 0.239 -0.8173
C -1.624 -2.425 -0.632 -1.0547
O -1.374 -3.539 0.246 -0.5835
C -3.555 0.822 0.103 -1.7671
C -3.450 1.222 1.585 -0.6785
C -3.834 0.172 2.601 0.8425
F -4.765 -0.653 2.193 -0.2743
F -4.342 0.796 3.676 -0.3258
F -2.803 -0.501 3.061 -0.2554
H 4.914 -2.415 -0.066 0.2988
H 6.060 -2.705 1.198 0.3394
H 4.317 -2.538 1.557 0.2829
H 4.888 -0.335 2.070 0.3716
H 6.410 -0.410 1.188 0.4215
H 4.784 -0.477 -0.904 0.3946
H 5.259 1.046 -0.183 0.3691
H 2.826 -0.296 1.000 0.4026
H 3.166 1.428 0.749 0.2483
H 2.949 0.095 -1.843 0.6316
H 2.073 1.474 -1.228 0.3310
H 0.827 -0.599 0.146 0.2691
H 1.353 -1.364 -1.319 0.5231
H -0.483 -0.607 -2.337 0.7476
H 0.363 0.892 -2.449 0.6410
H 0.429 3.742 -0.147 0.2281
H -1.150 3.853 0.343 0.1871
H -0.349 0.834 1.683 0.3547
H -1.332 -1.091 0.995 -0.1058
H -3.023 -1.581 0.682 0.8923
H -0.692 -2.249 -1.146 0.2390
H -2.370 -2.751 -1.347 0.4020
H -2.217 -3.992 0.368 0.3720
H -3.734 1.732 -0.455 0.5723
H -4.437 0.215 -0.043 0.7598
H -4.152 2.032 1.735 0.3724
H -2.477 1.609 1.880 0.2435
```

Its multiplicity is 1. The calculation puts the gap between HOMO and LUMO at 10.5080 eV. The maximum force is 0.0440 Eh/bohr. For the total energy, the calculation gives -48396.3971 eV. Its SMILES is CCCCCCC[C@@]1(B(N)O)OS(=O)(=O)O[C@]1(CCO)CCC(F)(F)F. For the HOMO energy, the calculation gives -10.24 eV. Its total charge is 0.

***

Record 4
ORCA calculation (wB97M-V/def2-TZVPD) on 2 unconnected molecules or ions with the total composition C2H6OS.

```
10
Properties=species:S:1:pos:R:3:mulliken_charge:R:1
C 1.460 -1.770 -1.957 -0.9832
C 0.582 -0.884 -1.135 0.2577
O 0.320 -1.141 0.013 -0.4509
H 0.901 -2.375 -2.678 0.2679
H 1.949 -2.477 -1.304 0.2926
H 2.246 -1.277 -2.546 0.2980
H 0.153 0.026 -1.592 0.3267
S -1.012 1.755 1.493 -0.3074
H -2.349 1.665 1.477 0.1411
H -0.859 0.439 1.288 0.1576
```

As for the relative energy (zero: lowest compared OMol25 entry of this formula, charge and spin): 0.0000 eV. Its multiplicity is 1. The calculation puts the gap between HOMO and LUMO at 10.4178 eV. The maximum force is 0.0174 Eh/bohr. For the total energy, the calculation gives -15053.4317 eV. Its SMILES is CC=O.S. For the HOMO energy, the calculation gives -9.43 eV. Its total charge is 0.